Record 1
Entry from the Open Molecules 2025 dataset: a structure of composition C23H18BrClNO3PS2Zn (wB97M-V/def2-TZVPD).

Structure (XYZ):
```
51
Properties=species:S:1:pos:R:3
C -3.12 1.32 -2.65
H 0.39 -5.37 -1.92
C -1.75 -1.74 2.01
C -2.06 0.42 -0.67
H 2.85 -0.36 -0.41
H -1.13 0.56 -2.59
C -0.23 -0.14 2.96
C -0.83 -3.63 -2.01
P -0.47 -0.08 0.12
Zn 1.07 2.04 0.30
C -4.32 1.24 -0.57
C -1.05 -2.33 -1.54
C -3.23 0.66 0.03
O -1.55 4.72 -0.82
N 3.05 1.65 -0.17
C -2.02 0.75 -2.02
H -3.07 1.55 -3.71
H -5.15 2.02 -2.39
O -1.36 2.82 0.71
C 0.26 -4.36 -1.56
S -0.70 3.70 -0.28
C 5.67 1.38 -1.02
Cl 0.89 1.17 2.90
C 4.85 0.26 -0.91
H 3.37 3.72 -0.02
Br 6.18 4.20 -0.78
S 0.96 4.42 0.67
H -5.22 1.42 0.02
C 3.55 0.46 -0.48
H 5.19 -0.73 -1.15
C -1.40 -1.71 4.35
H -1.55 -4.03 -2.70
H -3.28 0.42 1.08
C -0.87 -0.65 1.82
H -1.60 -2.10 5.33
C -2.01 -2.27 3.24
C 5.15 2.62 -0.68
H -1.93 -1.80 -1.89
H 1.67 -2.06 0.47
C 0.97 -2.48 -0.24
H -2.68 -3.10 3.29
C -4.27 1.60 -1.90
C -0.17 -1.75 -0.63
H -2.20 -2.18 1.14
H 6.66 1.30 -1.42
C 1.17 -3.78 -0.69
C 3.84 2.73 -0.25
H 2.01 -4.39 -0.38
C -0.51 -0.66 4.24
H 0.01 -0.25 5.12
O -0.03 2.78 -1.33
```

## Properties
Kohn-Sham gap   7.32 eV
LUMO energy   -0.460 eV

natural (NBO) atomic charge list, values in e, 5 entries: -0.2063, 0.2173, -0.1676, -0.3522, 0.2096


Record 2
Entry from the Open Molecules 2025 dataset: a structure of composition C5H5NS (wB97M-V/def2-TZVPD).

Structure (XYZ):
```
12
Properties=species:S:1:pos:R:3
H 1.00 3.38 1.41
N -0.31 -0.72 0.63
H -0.09 -0.99 1.60
C 1.00 2.39 0.85
H -2.98 -2.00 -0.83
H 1.61 -0.62 0.09
C -1.40 -0.98 0.07
S -3.02 0.47 -0.95
C -2.44 -1.05 -0.66
C 0.76 -0.07 -0.12
H 0.54 -0.27 -1.25
C 0.81 1.33 0.34
```

## Properties
Kohn-Sham gap   7.69 eV
Energy relative to the best compared isomer or geometry (same formula, charge and spin)   481.7 kJ/mol
LUMO energy   0.400 eV

natural (NBO) atomic charge list, values in e, 5 entries: 0.2578, -0.5023, 0.4086, -0.1835, 0.2300


Record 3
Entry from the Open Molecules 2025 dataset: the molecule C2H6NP (wB97M-V/def2-TZVPD).

Structure (XYZ):
```
10
Properties=species:S:1:pos:R:3
C -2.11 -0.78 -0.02
H 2.01 0.42 0.97
H 1.32 1.04 -0.67
H -2.71 0.06 -0.25
P 0.75 -1.42 0.03
C 1.75 0.20 -0.02
H -2.54 -1.73 -0.21
H 2.60 -0.13 -0.41
N -0.81 -0.58 0.02
H -0.42 0.38 -0.23
```

## Properties
Kohn-Sham gap (spin up / spin down)   7.07 / 7.63 eV
Energy relative to the best compared isomer or geometry (same formula, charge and spin)   138.8 kJ/mol
LUMO energy (spin up / spin down)   0.283 / 0.716 eV

natural (NBO) atomic charge list, values in e, 5 entries: -0.2044, 0.2206, 0.2071, 0.1745, 0.4094


What did the third record say?
Entry from the Open Molecules 2025 dataset: the molecule C2H6NP (wB97M-V/def2-TZVPD).

Structure (XYZ):
```
10
Properties=species:S:1:pos:R:3
C -2.11 -0.78 -0.02
H 2.01 0.42 0.97
H 1.32 1.04 -0.67
H -2.71 0.06 -0.25
P 0.75 -1.42 0.03
C 1.75 0.20 -0.02
H -2.54 -1.73 -0.21
H 2.60 -0.13 -0.41
N -0.81 -0.58 0.02
H -0.42 0.38 -0.23
```

## Properties
Kohn-Sham gap (spin up / spin down)   7.07 / 7.63 eV
Energy relative to the best compared isomer or geometry (same formula, charge and spin)   138.8 kJ/mol
LUMO energy (spin up / spin down)   0.283 / 0.716 eV

natural (NBO) atomic charge list, values in e, 5 entries: -0.2044, 0.2206, 0.2071, 0.1745, 0.4094